1.
An isolated molecule of C5H8N2. Source: the OMol25 dataset; level of theory: ωB97M-V/def2-TZVPD.

Calculated values
calculated total energy = -304.74037 Ha
gap between HOMO and LUMO = 9.7 eV
charge = 0
E_LUMO = 0.0209 Eh
structure (SMILES) = CC1=CN=N[C@H]1C

Structure (XYZ):
```
15
Properties=species:S:1:pos:R:3:forces:R:3:mulliken_charge:R:1
C -0.599498 -1.974193 0.314708 -0.1313 0.2322 0.0007 -1.207
C 0.133685 -0.772782 -0.210404 -0.2054 0.5704 -0.3213 0.668
C 1.015208 -0.697689 -1.221354 -0.4450 -0.1131 -0.0936 -0.568
N 1.601761 0.583396 -1.299945 0.6968 -0.1712 0.3913 -0.389
N 1.324476 1.237455 -0.272255 1.2199 -0.2095 -0.3418 -0.271
C 0.226305 0.590539 0.450843 0.2313 0.7378 -0.1100 0.148
C -0.619185 1.963477 0.303699 -0.5776 -0.4998 0.3325 -1.153
H -0.703965 -2.782491 -0.420227 0.1542 0.3384 0.0725 0.340
H -1.599556 -1.670150 0.623576 -0.0818 -0.1523 0.0746 0.324
H -0.092630 -2.393951 1.194750 -0.0875 0.1657 -0.1570 0.276
H 1.369584 -1.439252 -1.926429 -0.2863 -0.0454 0.1017 0.459
H 0.302711 0.451164 1.539258 0.5822 0.2776 -0.2851 0.350
H -1.070371 2.166995 -0.675494 0.0100 -0.5411 0.2757 0.320
H 0.047973 2.830238 0.493821 -0.3175 -0.8799 0.0944 0.345
H -1.336500 1.907242 1.105452 -0.7622 0.2901 -0.0346 0.358
```
Positions in Å, forces in eV/Å.



2.
A structure of composition C26H29Cl2N5OSeV. Source: the OMol25 dataset; level of theory: ωB97M-V/def2-TZVPD.

Calculated values
calculated total energy = -5622.85421 Ha
multiplicity = 3
gap between HOMO and LUMO (spin up / spin down) = 6.0 / 6.6 eV
charge = +1
E_LUMO (spin up / spin down) = -0.1367 / -0.1169 Eh

Structure (XYZ):
```
65
Properties=species:S:1:pos:R:3:forces:R:3:lowdin_spin:R:1
V 0.560690 0.932521 0.279577 -0.7277 -0.6150 -0.1222 1.936
C 6.504214 -1.560449 0.221649 0.0061 0.0020 -0.0047 0.000
C 5.838627 -2.660642 0.999797 -0.0008 0.0254 0.0226 0.000
C 6.577679 -3.568655 1.751145 0.0009 -0.0023 0.0025 0.000
C 5.960942 -4.577231 2.475719 -0.0043 0.0044 -0.0032 0.000
C 4.580225 -4.710493 2.450325 0.0063 -0.0043 0.0033 0.000
C 3.823843 -3.830188 1.694288 -0.0078 -0.0227 -0.0223 0.000
C 4.451989 -2.810205 0.989439 0.0438 0.0098 0.0093 0.000
N 3.666660 -1.905176 0.207728 -0.0285 -0.0102 -0.0400 0.006
C 2.721866 -1.078656 0.689532 0.0230 0.0094 0.0308 0.006
N 2.603270 -0.998253 2.019796 -0.0440 -0.0475 -0.0111 -0.002
C 1.599152 -0.379236 2.802233 -0.0107 0.0223 0.0150 0.009
C 0.632236 0.448336 2.237589 0.1404 0.0960 -0.2024 -0.036
C -0.314741 1.012950 3.102273 -0.0113 0.0204 -0.0046 0.017
C -0.299364 0.759197 4.459331 0.0014 -0.0047 -0.0019 -0.005
C 0.683810 -0.070672 4.986378 -0.0015 0.0058 -0.0069 0.019
C 1.646130 -0.652531 4.179664 0.0152 -0.0058 0.0053 -0.004
C 2.703107 -1.548141 4.769142 0.0057 -0.0013 -0.0007 -0.002
N 1.967014 -0.358290 -0.147967 -0.1572 0.1718 -0.0327 -0.010
C 2.183405 -0.570498 -1.562481 0.0194 -0.0122 0.0158 0.006
C 1.402974 -1.522368 -2.210220 0.0353 -0.0424 -0.0111 0.002
C 1.575000 -1.759133 -3.562252 -0.0308 0.0122 0.0094 0.000
C 2.519245 -1.026830 -4.267077 0.0113 0.0125 0.0003 0.002
C 3.286428 -0.073152 -3.618059 -0.0077 -0.0055 -0.0108 0.000
C 3.141304 0.173466 -2.255012 -0.0238 0.0141 0.0023 0.002
C 3.997094 1.214493 -1.583855 0.0106 0.0025 0.0020 0.001
H 7.577377 -1.559392 0.399195 -0.0010 0.0015 0.0044 0.000
H 6.110638 -0.582418 0.505661 -0.0025 0.0015 -0.0023 0.000
H 6.348966 -1.678299 -0.853934 -0.0031 -0.0009 0.0016 0.000
H 7.656268 -3.476251 1.770160 0.0009 -0.0011 0.0025 0.000
H 6.560822 -5.265892 3.055028 0.0009 -0.0012 0.0013 0.000
H 4.095219 -5.506451 2.998577 -0.0005 -0.0009 0.0030 0.000
H 2.747296 -3.938158 1.632698 -0.0004 0.0070 -0.0011 0.000
H 3.823990 -1.863360 -0.789353 -0.0322 -0.0291 -0.0074 0.000
H 3.261716 -1.569904 2.529628 -0.0076 -0.0084 -0.0023 0.000
H -1.084582 1.665223 2.702777 -0.0074 0.0057 -0.0096 0.001
H -1.043054 1.199595 5.109747 0.0016 0.0032 0.0015 -0.001
H 0.703372 -0.271835 6.050124 0.0000 -0.0024 0.0021 0.001
H 2.575964 -1.625868 5.846282 -0.0010 -0.0035 0.0012 0.000
H 3.712041 -1.163540 4.591220 0.0004 0.0036 0.0011 0.000
H 2.654994 -2.562176 4.361921 -0.0024 0.0007 -0.0029 0.000
H 0.660135 -2.069837 -1.643100 -0.0005 0.0051 0.0057 0.000
H 0.958868 -2.491311 -4.065898 0.0061 -0.0039 -0.0013 0.000
H 2.649894 -1.189443 -5.328245 -0.0004 -0.0019 -0.0014 0.000
H 4.011656 0.503134 -4.179993 0.0007 0.0034 0.0013 0.000
H 4.087136 2.095965 -2.219929 0.0030 -0.0050 -0.0061 0.000
H 5.010266 0.844359 -1.411473 -0.0024 -0.0091 0.0068 0.000
H 3.596349 1.520044 -0.616833 0.0033 -0.0043 -0.0035 0.000
Cl 1.380903 3.140511 0.725795 0.0955 0.3502 0.0601 0.000
C 1.379147 3.788404 -0.976246 0.0132 0.0043 0.1137 0.007
Cl 0.652322 2.557294 -2.006273 0.1377 0.0016 0.0322 0.011
H 2.415760 3.969171 -1.234683 -0.0075 0.0108 -0.0224 0.000
H 0.778801 4.690612 -0.959324 -0.0094 -0.0043 -0.0253 0.000
C -3.396498 1.818485 0.383827 -0.0329 -0.0240 0.0812 0.000
C -2.564400 0.745860 -0.228662 -0.1116 -0.0494 -0.0618 0.007
N -3.132902 -0.179655 -0.965878 -0.0173 -0.0177 0.0140 0.012
O -1.312388 0.708574 -0.061005 0.5653 0.2407 0.3281 0.008
H -4.344445 1.419231 0.740721 0.0037 -0.0248 0.0158 0.000
H -3.595108 2.547746 -0.406477 0.0390 -0.0031 0.0468 0.000
H -2.865542 2.298000 1.200553 0.0091 -0.0082 0.0144 0.000
H -4.100105 -0.066182 -1.226028 -0.0079 -0.0092 0.0233 0.000
H -2.530774 -0.675597 -1.621316 -0.0063 0.0070 -0.0461 0.000
Se -1.141621 0.485167 -3.546646 0.0461 -0.0265 -0.1155 0.003
C -2.198484 1.858349 -2.979952 0.0604 -0.0452 0.0003 0.000
N -2.817247 2.717076 -2.504006 0.0041 0.0027 -0.0972 0.001
```
Positions in Å, forces in eV/Å.



3.
A cluster of 2 separate species, C8H15N3O2P in total. Source: the OMol25 dataset; level of theory: ωB97M-V/def2-TZVPD.

Calculated values
calculated total energy = -969.54652 Ha
gap between HOMO and LUMO (spin up / spin down) = 6.7 / 6.7 eV
charge = +1
E_LUMO (spin up / spin down) = -0.1834 / -0.1833 Eh

Structure (XYZ):
```
29
Properties=species:S:1:pos:R:3:forces:R:3:mulliken_charge:R:1
C 1.084034 1.723597 1.483081 -0.1825 -1.5161 0.8359 0.428
C 1.788196 3.041138 1.696396 0.0578 -0.7921 -1.1506 0.298
C 1.037476 2.832285 -0.398726 -0.9341 2.1344 -4.2557 0.704
C 0.757879 3.204712 -1.673414 1.8204 1.9192 3.5148 -1.121
C 1.092535 0.774212 2.480061 -0.1842 2.1784 0.3451 -0.177
C -2.024943 -0.781651 -1.039174 0.3654 -0.0990 3.0478 -1.088
C 0.980150 -1.289941 3.652245 0.1849 -2.4997 1.2473 -0.974
C -0.306544 -1.073120 1.681457 1.7736 1.6155 1.2964 0.811
N 0.649620 1.699668 0.208280 0.2677 -1.9048 2.7671 0.316
N -0.657033 -0.295015 -1.328357 -1.4604 -0.7396 1.0434 -0.413
N 0.513992 -0.469667 2.566261 -1.7054 -2.6641 -3.8483 0.177
O 2.424213 3.455243 2.595310 -0.1447 0.1868 0.5118 -0.473
O 1.684913 3.627989 0.462945 0.3912 1.0923 0.8305 -0.331
P 0.102637 -0.698197 -2.619067 0.2475 0.2471 -1.5648 -0.046
H 0.959031 4.156801 -2.119717 0.5037 0.5716 0.5940 0.310
H 0.471428 2.570226 -2.376000 -1.8147 -3.1729 -2.4244 0.283
H 1.443855 1.173813 3.431110 0.2062 -0.4061 -0.2070 0.422
H -2.147013 -1.811314 -0.472632 0.6341 1.6666 -1.2644 0.222
H -2.466967 -0.030046 -0.300305 0.2108 -0.9171 -1.1680 0.359
H -2.599431 -0.814024 -1.917676 -1.0984 -0.0665 -1.0142 0.451
H 0.809572 -2.438438 3.519072 -0.5555 2.3841 0.2036 0.289
H 2.048761 -1.295581 3.804234 0.4253 0.7588 -0.4054 0.377
H 0.538093 -0.831020 4.524719 -0.1886 -0.5805 0.6160 0.386
H -0.650135 -0.604943 0.774120 0.1539 0.4802 0.2470 -0.748
H -0.588791 -2.108648 1.781299 0.2137 -0.0509 0.5843 0.272
H 0.141714 0.882034 -0.155130 -0.1147 0.2957 -1.1963 -0.004
H -0.464001 -0.571353 -3.958309 -0.0022 -0.0874 1.0350 0.117
H 1.124403 0.193476 -2.648489 0.9608 0.4944 -0.3341 0.051
H 0.774895 -1.906846 -2.777654 -0.0317 -0.5285 0.1133 0.102
```
Positions in Å, forces in eV/Å.



4.
An isolated molecule of C4H3FO. Source: the OMol25 dataset; level of theory: ωB97M-V/def2-TZVPD.

Calculated values
calculated total energy = -329.11367 Ha
gap between HOMO and LUMO (spin up / spin down) = 8.5 / 7.5 eV
charge = 0
E_LUMO (spin up / spin down) = 0.0268 / -0.0070 Eh

Structure (XYZ):
```
9
Properties=species:S:1:pos:R:3:forces:R:3:mulliken_charge:R:1
C -0.691334 1.522301 2.265517 0.8482 0.0953 -1.5379 -0.126
C -0.318879 0.736148 1.394327 -0.4654 0.9034 0.3335 -0.142
C -0.046495 -0.222890 0.419291 0.0055 -1.6260 -1.5020 -0.384
C 0.595768 -0.726107 -1.907138 -0.8025 -1.0348 1.9008 0.062
O 0.481089 0.070948 -0.829926 0.1748 0.7013 -0.6541 -0.259
F 0.319904 -2.030353 -1.599930 0.1990 0.7169 -0.5182 -0.231
H -0.911993 2.478498 2.732159 -0.0221 -0.9922 0.1310 0.373
H -0.403295 -1.259688 0.463928 0.2206 0.6431 0.3710 0.330
H 0.975234 -0.568857 -2.938227 -0.1582 0.5930 1.4759 0.378
```
Positions in Å, forces in eV/Å.



Per-record ΔE to the lowest compared entry with this formula, charge and spin, kJ/mol: 249.74; 24.69; 0.00; 452.29